1.
76
Properties=species:S:1:pos:R:3 method="wB97M-V/def2-TZVPD" e_above_lowest_ev=0.894 charge=0 homo_lumo_gap_ev=7.57 fmax_ev_per_a=0.69
Rh -0.109 -0.641 0.255
C -4.782 -6.156 2.380
C -5.551 -4.842 2.238
C -6.258 -4.550 3.569
C -6.604 -5.022 1.136
C -4.625 -3.676 1.888
C -3.250 -3.797 1.805
C -2.503 -2.677 1.500
Br -0.602 -2.883 1.405
C -2.989 -1.378 1.248
O -2.181 -0.395 0.960
C -4.411 -1.267 1.339
C -5.149 -2.403 1.653
C -5.217 0.030 1.121
C -6.228 -0.190 -0.018
C -5.978 0.372 2.413
C -4.390 1.262 0.745
H -5.480 -6.968 2.594
H -4.061 -6.113 3.199
H -4.248 -6.407 1.461
H -6.920 -5.376 3.841
H -6.859 -3.641 3.508
H -5.527 -4.415 4.369
H -7.266 -5.858 1.377
H -6.124 -5.226 0.177
H -7.222 -4.130 1.019
H -2.749 -4.741 1.971
H -6.223 -2.287 1.725
H -6.928 -0.997 0.197
H -5.707 -0.435 -0.947
H -6.808 0.722 -0.180
H -6.674 -0.419 2.695
H -6.551 1.294 2.281
H -5.281 0.517 3.241
H -3.850 1.103 -0.191
H -3.667 1.512 1.518
H -5.068 2.108 0.613
C 3.859 1.729 -1.632
N 2.931 1.312 -0.596
C 3.609 0.529 0.420
C 2.285 2.488 -0.049
C 1.391 2.309 1.165
N 0.153 1.514 1.094
C -0.852 2.300 0.339
C -0.319 1.351 2.484
H 4.646 2.396 -1.242
H 3.327 2.265 -2.420
H 4.340 0.860 -2.076
H 4.332 1.125 1.003
H 4.154 -0.287 -0.058
H 2.886 0.083 1.102
H 1.748 2.993 -0.857
H 3.049 3.208 0.307
H 1.098 3.330 1.452
H 1.986 1.926 1.997
H -1.056 3.250 0.854
H -1.773 1.732 0.254
H -0.471 2.521 -0.657
H -0.458 2.336 2.950
H 0.414 0.784 3.057
H -1.261 0.815 2.477
C 2.073 -0.938 -3.023
C 0.868 -1.468 -2.241
C -0.382 -0.668 -2.631
C 0.647 -2.952 -2.578
C 1.150 -1.381 -0.754
H 1.948 -1.147 -4.088
H 3.001 -1.416 -2.694
H 2.172 0.135 -2.882
H -0.551 -0.745 -3.708
H -0.264 0.392 -2.392
H -1.275 -1.048 -2.127
H 0.488 -3.076 -3.651
H -0.228 -3.338 -2.045
H 1.513 -3.554 -2.293
H 1.983 -2.018 -0.423

=====

2.
80
Properties=species:S:1:pos:R:3 method="wB97M-V/def2-TZVPD" smiles="CCP(C)c1ccc2c(c1)C(=O)C=CC2=O.COC[C@@H](C)N.COC[C@@H](C)N.COC[C@@H](C)N" e_above_lowest_ev=0.000 charge=0 homo_lumo_gap_ev=7.31 fmax_ev_per_a=1.20
C 3.252 -1.434 -3.316
C 2.138 -1.671 -4.352
P 1.241 -3.219 -3.865
C 1.652 -4.439 -5.190
C -0.534 -2.819 -4.135
C -0.983 -1.811 -4.973
C -2.341 -1.490 -5.128
C -3.266 -2.219 -4.410
C -2.836 -3.253 -3.592
C -1.479 -3.569 -3.446
C -3.821 -4.085 -2.844
O -3.527 -5.186 -2.452
C -5.153 -3.519 -2.622
C -5.566 -2.532 -3.410
C -4.741 -1.971 -4.496
O -5.227 -1.373 -5.412
H 2.778 -1.213 -2.365
H 3.847 -2.337 -3.214
H 3.869 -0.598 -3.635
H 1.450 -0.833 -4.302
H 2.537 -1.756 -5.362
H 0.778 -4.759 -5.750
H 2.091 -5.313 -4.721
H 2.400 -4.018 -5.858
H -0.268 -1.240 -5.551
H -2.635 -0.687 -5.785
H -1.176 -4.383 -2.804
H -5.747 -3.946 -1.830
H -6.558 -2.119 -3.293
C -1.064 1.525 0.409
O -1.182 0.789 -0.792
C -2.177 -0.208 -0.820
C -3.590 0.305 -1.116
C -4.264 1.007 0.060
N -3.609 1.194 -2.279
H -1.263 0.908 1.290
H -1.722 2.397 0.412
H -0.036 1.886 0.461
H -1.920 -0.874 -1.651
H -2.148 -0.807 0.101
H -4.189 -0.579 -1.363
H -3.885 2.020 0.200
H -5.336 1.088 -0.117
H -4.117 0.454 0.990
H -3.261 0.681 -3.087
H -2.910 1.915 -2.125
C 2.642 -1.458 4.051
O 1.930 -0.516 3.272
C 2.704 0.536 2.730
C 3.461 0.190 1.442
C 4.706 -0.664 1.658
N 2.587 -0.470 0.470
H 3.452 -0.983 4.613
H 3.049 -2.263 3.435
H 1.939 -1.898 4.757
H 1.990 1.322 2.482
H 3.379 0.945 3.495
H 3.791 1.139 1.008
H 4.458 -1.709 1.839
H 5.337 -0.635 0.770
H 5.296 -0.299 2.502
H 1.814 0.151 0.243
H 2.147 -1.254 0.944
C 2.479 5.800 4.859
O 2.677 4.408 4.696
C 2.039 3.586 5.653
C 0.556 3.302 5.379
C -0.372 4.470 5.702
N 0.324 2.875 3.997
H 2.422 6.075 5.917
H 1.578 6.141 4.344
H 3.334 6.307 4.413
H 2.575 2.633 5.614
H 2.183 3.995 6.663
H 0.274 2.472 6.033
H -0.341 5.241 4.932
H -1.403 4.121 5.763
H -0.115 4.929 6.659
H 0.860 2.032 3.819
H 0.747 3.571 3.388

=====

3.
82
Properties=species:S:1:pos:R:3 method="wB97M-V/def2-TZVPD" charge=+3 homo_lumo_gap_ev=8.16 fmax_ev_per_a=1.32
Ti 0.059 -1.465 0.179
C -1.965 -2.555 2.397
C -2.748 -1.758 1.382
N -2.094 -1.840 0.048
C -2.494 -3.032 -0.757
C -1.765 -4.318 -0.385
S 0.032 -4.117 -0.055
C 0.175 -4.628 1.690
C 0.309 -3.444 2.645
N -0.513 -2.277 2.218
H -2.288 -2.303 3.404
H -2.136 -3.618 2.265
H -3.779 -2.105 1.331
H -2.763 -0.717 1.684
H -2.409 -1.032 -0.478
H -3.565 -3.209 -0.655
H -2.310 -2.795 -1.794
H -2.192 -4.802 0.489
H -1.853 -5.021 -1.211
H -0.684 -5.257 1.907
H 1.055 -5.262 1.763
H 0.018 -3.766 3.644
H 1.340 -3.126 2.701
H -0.264 -1.511 2.835
O 4.007 -0.921 1.963
C 2.961 -1.184 1.248
O 1.799 -1.128 1.628
C 3.231 -1.571 -0.163
C 4.473 -1.668 -0.765
C 4.512 -1.969 -2.119
C 3.320 -2.140 -2.814
C 2.134 -2.019 -2.117
N 2.095 -1.751 -0.816
C 0.745 -2.072 -2.654
O 0.447 -2.393 -3.865
O -0.160 -1.777 -1.876
H 3.798 -0.665 2.876
H 5.378 -1.506 -0.191
H 5.461 -2.053 -2.636
H 3.339 -2.356 -3.877
H 1.192 -2.632 -4.435
C -3.125 2.012 -0.156
C -1.912 2.236 -1.069
C -2.006 1.246 -2.255
C -1.962 3.686 -1.574
P -0.337 1.892 -0.087
N -0.185 0.245 0.073
C -0.407 2.638 1.650
C -1.331 1.800 2.554
C -0.887 4.094 1.632
C 1.004 2.565 2.256
C 1.170 2.496 -1.040
C 1.002 2.085 -2.511
C 2.433 1.792 -0.521
C 1.339 4.016 -0.928
H -4.027 2.113 -0.763
H -3.195 2.752 0.639
H -3.136 1.017 0.289
H -3.061 1.031 -2.453
H -1.494 0.303 -2.070
H -1.598 1.666 -3.171
H -2.939 3.849 -2.036
H -1.212 3.898 -2.334
H -1.860 4.415 -0.770
H -2.387 1.935 2.335
H -1.175 2.124 3.586
H -1.083 0.746 2.492
H -1.935 4.188 1.349
H -0.291 4.728 0.978
H -0.793 4.495 2.645
H 1.403 1.550 2.215
H 0.934 2.858 3.306
H 1.702 3.251 1.780
H 0.771 1.021 -2.616
H 1.946 2.279 -3.027
H 0.238 2.663 -3.026
H 2.286 0.714 -0.506
H 2.740 2.126 0.467
H 3.252 2.018 -1.209
H 0.449 4.568 -1.226
H 2.146 4.318 -1.601
H 1.623 4.331 0.075

=====

4.
91
Properties=species:S:1:pos:R:3 method="wB97M-V/def2-TZVPD" multiplicity=6 e_above_lowest_ev=0.899 charge=+1 homo_lumo_gap_ev="7.87 / 6.56" fmax_ev_per_a=1.00
Fe -0.495 -0.289 0.407
C -2.997 1.363 3.759
C -1.653 0.818 3.367
O -1.308 0.732 2.179
N -0.830 0.462 4.356
C 0.502 -0.040 4.066
C 0.503 -1.515 3.766
C 0.662 -2.450 4.779
C 0.774 -3.789 4.445
C 0.755 -4.140 3.106
C 0.557 -3.143 2.167
N 0.389 -1.858 2.480
H -3.293 2.132 3.049
H -2.992 1.773 4.767
H -3.738 0.562 3.705
H -1.157 0.473 5.305
H 1.155 0.174 4.908
H 0.872 0.475 3.184
H 0.723 -2.133 5.813
H 0.907 -4.540 5.214
H 0.900 -5.165 2.791
H 0.549 -3.375 1.113
C 1.752 2.280 0.188
O 0.626 1.569 -0.344
Si -0.784 2.276 -0.946
C -0.299 3.566 -2.233
C -1.625 3.235 0.437
C -1.602 0.732 -1.500
Si -1.031 0.204 -3.169
C -1.406 -1.573 -3.711
C 0.885 0.381 -3.393
C -1.664 1.321 -4.553
Si -3.471 0.741 -1.379
C -4.144 2.271 -2.266
C -4.136 0.812 0.395
C -4.287 -0.749 -2.207
H 1.482 2.819 1.101
H 2.128 3.000 -0.542
H 2.541 1.566 0.424
H 0.145 4.448 -1.761
H -1.190 3.903 -2.771
H 0.410 3.190 -2.975
H -1.094 4.170 0.636
H -1.649 2.651 1.358
H -2.654 3.491 0.170
H -2.113 -2.059 -3.038
H -0.503 -2.190 -3.754
H -1.850 -1.576 -4.709
H 2.085 -0.243 -1.733
H 1.196 1.385 -3.105
H 1.124 0.254 -4.450
H -2.751 1.250 -4.655
H -1.223 1.055 -5.519
H -1.424 2.369 -4.347
H -3.639 3.182 -1.929
H -5.217 2.393 -2.078
H -4.006 2.195 -3.348
H -4.555 1.798 0.619
H -3.339 0.618 1.109
H -4.932 0.075 0.548
H -3.997 -0.827 -3.261
H -5.376 -0.644 -2.174
H -4.026 -1.688 -1.714
N 3.724 -4.656 -1.994
C 3.514 -3.558 -2.754
N 4.324 -3.331 -3.798
N 2.504 -2.784 -2.471
C 1.925 -1.782 -2.982
N 1.707 -0.571 -2.622
H 4.646 -5.062 -2.042
H 3.383 -4.549 -1.048
H 5.158 -3.873 -3.935
H 4.177 -2.528 -4.382
N -3.258 -6.002 0.459
C -2.802 -4.732 0.326
C -3.329 -3.680 1.091
C -2.808 -2.418 0.946
N -1.810 -2.114 0.104
C -1.305 -3.121 -0.622
C -1.761 -4.415 -0.559
H -4.061 -6.193 1.029
H -2.944 -6.720 -0.167
H -4.148 -3.857 1.778
H -3.210 -1.593 1.523
H -0.493 -2.860 -1.291
H -1.319 -5.180 -1.187
F 1.556 -0.956 0.238
B 2.973 -1.157 0.640
F 3.143 -2.530 0.877
F 3.734 -0.724 -0.453
F 3.179 -0.398 1.776

=====

5.
93
Properties=species:S:1:pos:R:3 method="wB97M-V/def2-TZVPD" charge=-1 homo_lumo_gap_ev=7.32 fmax_ev_per_a=2.45
C 4.831 2.152 1.168
C 4.588 2.851 -0.174
C 4.143 1.834 -1.223
C 3.662 4.083 -0.049
C 2.180 3.826 -0.332
C 1.447 5.179 -0.545
C 1.563 3.000 0.807
O 0.179 3.163 1.014
N -0.499 2.829 -0.187
C -1.679 1.970 0.096
O -1.530 1.321 1.325
C -1.792 0.969 -1.100
C -1.917 -0.430 -0.615
O -1.024 -1.199 -0.455
F -3.185 -0.809 -0.339
C -2.966 2.836 0.106
O -3.391 3.240 -0.985
O -3.493 3.106 1.230
H 3.899 1.737 1.547
H 5.564 1.359 1.018
H 5.273 2.860 1.867
H 5.572 3.216 -0.489
H 3.215 1.371 -0.882
H 4.887 1.055 -1.375
H 3.914 2.317 -2.174
H 4.049 4.903 -0.654
H 3.742 4.434 0.986
H 2.036 3.258 -1.247
H 2.155 5.998 -0.418
H 1.064 5.238 -1.561
H 0.655 5.345 0.182
H 1.738 1.937 0.594
H 2.043 3.193 1.767
H -0.888 3.715 -0.503
H -2.416 1.120 1.655
H -2.624 1.266 -1.726
H -0.876 1.007 -1.681
Br 5.732 -1.302 -1.931
C 6.993 -1.790 -0.530
C 6.380 -2.794 0.415
Br 5.160 -1.914 1.650
H 7.289 -0.877 -0.022
H 7.850 -2.208 -1.055
H 7.138 -3.250 1.049
H 5.825 -3.570 -0.102
Br 5.313 1.393 4.845
C 6.028 -0.239 5.612
C 7.534 -0.236 5.630
Br 8.281 -0.582 3.866
H 5.619 -1.063 5.036
H 5.639 -0.277 6.627
H 7.906 -1.042 6.260
H 7.949 0.708 5.966
Br -5.377 1.177 -6.856
C -4.705 -0.188 -5.638
C -4.389 0.371 -4.282
Br -2.719 1.365 -4.269
H -3.844 -0.639 -6.119
H -5.503 -0.923 -5.565
H -4.239 -0.441 -3.573
H -5.154 1.043 -3.905
Br 0.623 -3.909 2.598
C 0.028 -2.051 2.526
C 1.171 -1.079 2.584
Br 1.892 -0.926 4.389
H -0.670 -1.920 3.347
H -0.497 -1.952 1.581
H 0.821 -0.081 2.321
H 1.998 -1.357 1.940
Br -2.632 -4.604 0.141
C -3.649 -3.478 1.356
C -3.724 -4.075 2.734
Br -4.996 -5.548 2.817
H -4.626 -3.329 0.908
H -3.118 -2.531 1.383
H -4.089 -3.339 3.447
H -2.768 -4.465 3.070
Br -7.507 0.960 -1.608
C -6.806 -0.283 -0.274
C -6.719 0.341 1.094
Br -5.168 1.597 1.230
H -5.834 -0.607 -0.638
H -7.496 -1.126 -0.293
H -6.548 -0.441 1.837
H -7.613 0.901 1.358
Br -5.507 -3.418 -6.792
C -4.812 -4.758 -5.562
C -4.503 -4.172 -4.207
Br -2.867 -3.120 -4.214
H -3.942 -5.194 -6.041
H -5.595 -5.508 -5.477
H -4.333 -4.968 -3.484
H -5.290 -3.517 -3.846

=====

Repeat the fifth record exactly.
93
Properties=species:S:1:pos:R:3 method="wB97M-V/def2-TZVPD" charge=-1 homo_lumo_gap_ev=7.32 fmax_ev_per_a=2.45
C 4.831 2.152 1.168
C 4.588 2.851 -0.174
C 4.143 1.834 -1.223
C 3.662 4.083 -0.049
C 2.180 3.826 -0.332
C 1.447 5.179 -0.545
C 1.563 3.000 0.807
O 0.179 3.163 1.014
N -0.499 2.829 -0.187
C -1.679 1.970 0.096
O -1.530 1.321 1.325
C -1.792 0.969 -1.100
C -1.917 -0.430 -0.615
O -1.024 -1.199 -0.455
F -3.185 -0.809 -0.339
C -2.966 2.836 0.106
O -3.391 3.240 -0.985
O -3.493 3.106 1.230
H 3.899 1.737 1.547
H 5.564 1.359 1.018
H 5.273 2.860 1.867
H 5.572 3.216 -0.489
H 3.215 1.371 -0.882
H 4.887 1.055 -1.375
H 3.914 2.317 -2.174
H 4.049 4.903 -0.654
H 3.742 4.434 0.986
H 2.036 3.258 -1.247
H 2.155 5.998 -0.418
H 1.064 5.238 -1.561
H 0.655 5.345 0.182
H 1.738 1.937 0.594
H 2.043 3.193 1.767
H -0.888 3.715 -0.503
H -2.416 1.120 1.655
H -2.624 1.266 -1.726
H -0.876 1.007 -1.681
Br 5.732 -1.302 -1.931
C 6.993 -1.790 -0.530
C 6.380 -2.794 0.415
Br 5.160 -1.914 1.650
H 7.289 -0.877 -0.022
H 7.850 -2.208 -1.055
H 7.138 -3.250 1.049
H 5.825 -3.570 -0.102
Br 5.313 1.393 4.845
C 6.028 -0.239 5.612
C 7.534 -0.236 5.630
Br 8.281 -0.582 3.866
H 5.619 -1.063 5.036
H 5.639 -0.277 6.627
H 7.906 -1.042 6.260
H 7.949 0.708 5.966
Br -5.377 1.177 -6.856
C -4.705 -0.188 -5.638
C -4.389 0.371 -4.282
Br -2.719 1.365 -4.269
H -3.844 -0.639 -6.119
H -5.503 -0.923 -5.565
H -4.239 -0.441 -3.573
H -5.154 1.043 -3.905
Br 0.623 -3.909 2.598
C 0.028 -2.051 2.526
C 1.171 -1.079 2.584
Br 1.892 -0.926 4.389
H -0.670 -1.920 3.347
H -0.497 -1.952 1.581
H 0.821 -0.081 2.321
H 1.998 -1.357 1.940
Br -2.632 -4.604 0.141
C -3.649 -3.478 1.356
C -3.724 -4.075 2.734
Br -4.996 -5.548 2.817
H -4.626 -3.329 0.908
H -3.118 -2.531 1.383
H -4.089 -3.339 3.447
H -2.768 -4.465 3.070
Br -7.507 0.960 -1.608
C -6.806 -0.283 -0.274
C -6.719 0.341 1.094
Br -5.168 1.597 1.230
H -5.834 -0.607 -0.638
H -7.496 -1.126 -0.293
H -6.548 -0.441 1.837
H -7.613 0.901 1.358
Br -5.507 -3.418 -6.792
C -4.812 -4.758 -5.562
C -4.503 -4.172 -4.207
Br -2.867 -3.120 -4.214
H -3.942 -5.194 -6.041
H -5.595 -5.508 -5.477
H -4.333 -4.968 -3.484
H -5.290 -3.517 -3.846